# 1
ORCA calculation (wB97M-V/def2-TZVPD) on C38H46N4OSSbSi2Tc as an isolated structure.

```
94
Properties=species:S:1:pos:R:3:lowdin_charge:R:1
Tc 1.368 -1.055 -1.662 1.25
C 2.673 0.247 0.549 -0.12
N 2.962 -1.055 -0.105 -0.35
C 2.964 -2.098 0.938 -0.09
C 4.318 -1.016 -0.742 -0.15
C 4.283 -1.381 -2.202 -0.25
C 5.481 -1.626 -2.867 -0.08
C 5.487 -1.819 -4.240 -0.12
C 4.286 -1.737 -4.935 -0.11
C 3.098 -1.509 -4.255 -0.12
C 3.045 -1.356 -2.862 -0.21
H 3.430 0.460 1.314 0.09
H 1.687 0.219 1.011 0.03
H 2.673 1.038 -0.199 0.08
H 3.721 -1.858 1.693 0.09
H 3.203 -3.058 0.485 0.08
H 1.992 -2.154 1.421 0.07
H 4.992 -1.670 -0.183 0.12
H 4.708 0.000 -0.632 0.12
H 6.416 -1.652 -2.314 0.10
H 6.416 -2.013 -4.762 0.09
H 4.279 -1.851 -6.013 0.09
H 2.181 -1.430 -4.829 0.08
S -0.654 1.904 0.156 0.04
Sb -1.310 3.084 1.936 1.19
C -3.246 2.570 2.606 -0.34
C -3.996 3.337 3.494 -0.14
C -5.231 2.877 3.926 -0.10
C -5.708 1.648 3.487 -0.08
C -4.956 0.875 2.615 -0.07
C -3.726 1.340 2.167 -0.13
C -0.096 2.765 3.634 -0.34
C 0.242 1.449 3.931 -0.12
C 1.020 1.162 5.043 -0.08
C 1.474 2.198 5.848 -0.09
C 1.145 3.514 5.550 -0.10
C 0.355 3.801 4.444 -0.13
C -1.175 5.181 1.675 -0.35
C 0.044 5.658 1.196 -0.13
C 0.229 7.018 0.994 -0.08
C -0.804 7.906 1.261 -0.09
C -2.024 7.434 1.721 -0.09
C -2.210 6.073 1.928 -0.12
H -3.615 4.277 3.879 0.09
H -5.817 3.473 4.615 0.10
H -6.669 1.288 3.835 0.10
H -5.300 -0.096 2.284 0.08
H -3.145 0.747 1.469 0.07
H -0.104 0.638 3.302 0.06
H 1.249 0.128 5.267 0.08
H 2.085 1.979 6.715 0.10
H 1.503 4.319 6.181 0.10
H 0.101 4.830 4.214 0.09
H 0.843 4.963 0.961 0.10
H 1.177 7.382 0.619 0.10
H -0.660 8.967 1.099 0.10
H -2.836 8.124 1.914 0.10
H -3.175 5.715 2.267 0.08
C -0.811 -0.393 -4.846 -0.19
Si -1.244 -1.683 -3.549 0.39
C -2.331 -0.927 -2.219 -0.18
C -2.354 -2.917 -4.473 -0.20
C 0.321 -2.458 -2.873 -0.50
Si 0.123 -4.183 -2.203 0.39
C -1.420 -4.523 -1.178 -0.17
C 1.577 -4.725 -1.132 -0.19
C 0.104 -5.403 -3.646 -0.18
H -1.714 0.026 -5.299 0.02
H -0.216 -0.841 -5.648 0.02
H -0.230 0.414 -4.399 0.01
H -3.228 -0.501 -2.678 0.03
H -1.825 -0.133 -1.669 -0.02
H -2.655 -1.686 -1.502 0.02
H -3.191 -2.372 -4.920 0.02
H -2.771 -3.680 -3.813 0.01
H -1.823 -3.423 -5.283 0.02
H 0.934 -2.640 -3.767 -0.02
H -1.465 -3.960 -0.246 0.01
H -1.442 -5.587 -0.919 0.03
H -2.335 -4.310 -1.733 0.01
H 1.581 -4.177 -0.187 -0.01
H 2.533 -4.560 -1.638 0.03
H 1.487 -5.788 -0.893 0.03
H -0.776 -5.290 -4.281 0.01
H 0.129 -6.434 -3.284 0.02
H 0.992 -5.243 -4.264 0.03
N 0.064 -1.648 -0.059 0.08
C -0.624 -1.727 0.871 -0.20
C -1.407 -1.870 2.009 -0.27
C -0.761 -1.852 3.267 -0.25
N -0.200 -1.846 4.278 0.14
C -2.804 -2.061 1.907 -0.24
N -3.947 -2.202 1.816 0.14
O 1.061 0.447 -2.388 -0.52
```

* charge: -1
* 2S+1: 2
* Kohn-Sham gap (alpha / beta): 5.676 / 6.827 eV

---

# 2
ORCA calculation (wB97M-V/def2-TZVPD) on one molecule with the formula C8H15NO3 in a non-equilibrium geometry.

```
27
Properties=species:S:1:pos:R:3:nbo_charge:R:1
O 2.554 -1.124 -0.878 -0.74
C 2.190 -0.189 0.179 0.08
C 1.655 1.128 -0.281 -0.46
C 0.482 0.955 -1.217 0.10
O 0.735 0.287 -2.373 -0.72
C -0.398 -0.109 -0.481 -0.07
C -1.883 0.387 -0.438 0.11
O -1.862 1.726 -0.415 -0.70
C -2.395 -0.269 0.894 -0.43
C -1.182 -1.121 1.409 -0.20
N -0.114 -0.400 0.840 -0.46
C 1.257 -0.914 1.127 -0.23
H 1.829 -1.159 -1.527 0.48
H 3.122 -0.089 0.650 0.19
H 1.365 1.627 0.598 0.23
H 2.425 1.736 -0.718 0.21
H 0.046 1.965 -1.459 0.20
H 1.073 1.025 -2.917 0.47
H -0.294 -1.060 -1.089 0.16
H -2.488 0.078 -1.338 0.16
H -2.707 2.003 0.397 0.46
H -2.657 0.443 1.650 0.20
H -3.160 -0.942 0.622 0.21
H -1.163 -1.202 2.507 0.20
H -1.292 -2.103 1.081 0.16
H 1.569 -0.706 2.152 0.19
H 1.293 -1.969 1.025 0.19
```

* SMILES: O[C@H]1C[C@@H](O)[C@@H]2[C@H](O)CCN2C1
* Kohn-Sham gap: 9.016 eV
* energy above the lowest of the compared OMol25 structures with the same formula, charge and spin: 95.97 kcal/mol

---

# 3
ORCA calculation (wB97M-V/def2-TZVPD) on a 7-piece molecular cluster, C15H27Cl6FO12 overall in a non-equilibrium geometry.

```
61
Properties=species:S:1:pos:R:3:nbo_charge:R:1
O 21.927 -19.562 -3.361 -0.62
C 21.326 -20.471 -3.941 0.99
O 20.065 -20.739 -3.911 -0.46
C 19.699 -21.750 -4.779 -0.14
C 20.976 -22.110 -5.407 0.43
F 20.902 -21.872 -6.745 -0.34
O 21.911 -21.280 -4.864 -0.48
H 19.197 -22.475 -4.137 0.21
H 18.942 -21.579 -5.544 0.24
H 21.233 -23.167 -5.339 0.17
C 17.303 -19.425 -1.396 -0.27
O 17.235 -17.991 -1.359 -0.53
C 18.080 -17.221 -0.535 1.01
O 18.874 -17.706 0.277 -0.64
O 17.916 -15.871 -0.896 -0.51
C 18.592 -14.853 -0.186 -0.25
H 17.616 -19.803 -0.422 0.20
H 17.995 -19.820 -2.139 0.20
H 16.348 -19.942 -1.488 0.20
H 19.670 -14.808 -0.344 0.19
H 18.335 -14.966 0.867 0.19
H 18.205 -13.870 -0.452 0.20
C 22.785 -17.759 -11.451 -0.25
O 22.945 -18.616 -10.253 -0.52
C 23.008 -18.035 -9.024 0.99
O 22.843 -16.848 -8.703 -0.65
O 23.152 -19.024 -8.185 -0.50
C 23.601 -18.844 -6.835 -0.27
H 22.666 -18.339 -12.366 0.20
H 23.629 -17.072 -11.503 0.20
H 21.875 -17.178 -11.301 0.19
H 24.653 -19.078 -6.670 0.20
H 22.997 -19.575 -6.297 0.20
H 23.217 -17.947 -6.351 0.21
C 19.830 -17.824 -8.745 -0.26
O 19.926 -17.215 -7.464 -0.49
C 19.350 -17.791 -6.375 0.99
O 18.753 -18.913 -6.425 -0.68
O 19.574 -16.939 -5.350 -0.48
C 19.081 -17.268 -4.080 -0.27
H 20.131 -17.089 -9.492 0.21
H 18.807 -18.170 -8.898 0.19
H 20.356 -18.778 -8.794 0.19
H 18.014 -17.398 -3.895 0.21
H 19.393 -16.364 -3.556 0.20
H 19.688 -18.054 -3.631 0.19
Cl 22.100 -21.601 1.040 -0.02
C 20.780 -20.718 0.174 -0.38
Cl 19.481 -21.819 -0.476 -0.07
H 20.247 -19.916 0.685 0.24
H 21.208 -20.165 -0.662 0.22
Cl 18.329 -24.654 -6.157 -0.08
C 17.115 -23.860 -7.280 -0.36
Cl 17.309 -24.393 -8.977 -0.01
H 16.151 -24.130 -6.849 0.23
H 17.320 -22.790 -7.303 0.23
Cl 22.617 -15.527 -2.354 -0.02
C 22.543 -16.813 -1.169 -0.42
Cl 24.127 -17.065 -0.466 -0.02
H 21.849 -16.517 -0.382 0.22
H 22.212 -17.756 -1.603 0.24
```

* SMILES: O=C1OC[C@@H](F)O1.COC(=O)OC.COC(=O)OC.COC(=O)OC.ClCCl.ClCCl.ClCCl
* Kohn-Sham gap: 10.817 eV

---

# 4
ORCA calculation (wB97M-V/def2-TZVPD) on one molecule with the formula C2H6N2S in a non-equilibrium geometry.

```
11
Properties=species:S:1:pos:R:3:nbo_charge:R:1
C 0.462 1.375 -1.211 -0.44
N 0.567 0.322 -0.216 -0.45
C -0.511 -0.355 -0.129 0.23
N -0.455 -1.283 0.843 -0.77
S 0.712 -1.733 1.942 0.22
H -0.464 1.408 -1.676 0.17
H 1.170 1.016 -1.959 0.19
H 0.933 2.358 -0.976 0.20
H -1.469 -0.416 -0.605 0.17
H -1.440 -1.845 0.877 0.38
H 0.495 -0.847 3.110 0.10
```

* SMILES: C/N=C/NS
* Kohn-Sham gap: 9.400 eV
* energy above the lowest of the compared OMol25 structures with the same formula, charge and spin: 51.70 kcal/mol